Molecular formula: C25H34N8OPdS2SeSi2Te
Method: DFT, ωB97M-V/def2-TZVPD

The geometry in ORCA input format:
```
! RIJCOSX wB97M-V def2-TZVPD def2/J DEFGRID3
* xyz 2 1
Pd -0.76179 0.82953 -0.17178
C 0.64546 -1.28979 5.24437
S 1.68118 -0.02362 4.48654
C 1.21715 -0.00357 2.81163
S 0.03255 -1.21378 2.19459
N 1.77747 0.89441 2.09375
N 1.36183 0.99779 0.79879
C 2.23460 1.30678 -0.08182
C 1.78230 1.30626 -1.47793
C 2.61915 1.59611 -2.53857
C 2.13538 1.47580 -3.83581
C 0.83471 1.05164 -4.03495
C 0.03929 0.78548 -2.93006
N 0.50819 0.91906 -1.69170
H 0.94732 -1.27686 6.29087
H 0.83602 -2.27652 4.83226
H -0.40936 -1.03652 5.18416
H 3.27708 1.48448 0.16713
H 3.63651 1.90987 -2.34626
H 2.77308 1.70655 -4.67832
H 0.42403 0.93241 -5.02728
H -0.98714 0.45656 -3.02091
O -1.64574 -0.96839 -1.08262
N -2.71841 -1.57961 -0.71112
C -3.40358 -1.07000 0.27769
C -2.89103 0.10012 0.92949
N -2.32802 0.98030 1.42686
C -4.60473 -1.69477 0.73450
N -5.56072 -2.19220 1.12927
C 2.93179 -6.26349 1.19182
Si 3.86781 -4.71470 1.63711
C 4.83216 -4.00703 0.21226
C 4.91453 -4.95670 3.15072
C 2.58096 -3.37845 2.16300
Te 1.42074 -2.45080 0.68102
C 0.00328 -3.95765 0.31217
Si 0.15486 -4.79885 -1.43073
C -0.29653 -6.57644 -1.14344
C 1.91080 -4.59316 -2.04344
C -1.00893 -3.92158 -2.57836
H 3.62686 -7.03300 0.84912
H 2.19547 -6.11957 0.39620
H 2.41159 -6.66495 2.06454
H 5.50577 -4.76227 -0.19811
H 5.44951 -3.16829 0.54205
H 4.19970 -3.66860 -0.61361
H 5.68148 -5.70936 2.95435
H 4.32557 -5.30683 4.00028
H 5.42517 -4.03725 3.44270
H 3.10490 -2.54154 2.63556
H 1.85447 -3.78207 2.87233
H -0.97272 -3.47146 0.39168
H 0.11927 -4.66608 1.13394
H 0.37874 -7.06912 -0.44187
H -0.25859 -7.13198 -2.08282
H -1.31238 -6.66523 -0.75300
H 2.66116 -5.14686 -1.47479
H 2.21454 -3.54352 -2.10457
H 1.94703 -4.96912 -3.06946
H -2.04273 -3.97765 -2.23089
H -0.95866 -4.38336 -3.56649
H -0.75550 -2.86398 -2.67955
Se -0.95287 4.37439 -0.25438
N -1.55206 2.78014 -0.81982
C -2.64167 2.98367 -1.54415
C -3.44165 1.97405 -2.16004
C -4.53506 2.36297 -2.85979
C -4.90644 3.74446 -3.00205
C -4.17877 4.73187 -2.43639
C -3.01533 4.37648 -1.67900
N -2.24312 5.24719 -1.06101
H -3.17465 0.92948 -2.05473
H -5.16070 1.61388 -3.32760
H -5.79394 3.98357 -3.57130
H -4.44561 5.77561 -2.52354
*
```

ΔE to the lowest compared entry with this formula, charge and spin = 22.2 kcal per mole
M = 895.89 g/mol
HOMO-LUMO gap (spin up / spin down) = 6.737 / 6.771 eV
LUMO (spin up / spin down) = -7.1 / -7.1 eV



Molecular formula: C20H50FeNO2P2Si4
Method: DFT, ωB97M-V/def2-TZVPD

The geometry in ORCA input format:
```
! RIJCOSX wB97M-V def2-TZVPD def2/J DEFGRID3
* xyz 1 5
Fe 0.11040 0.34665 0.18189
P -2.04990 0.31674 -0.26345
C -1.96644 0.63881 -2.03114
C -0.80833 1.26430 -2.52291
N 0.30292 1.22381 -1.68905
C 1.51231 1.54479 -2.16802
C 1.66788 2.17146 -3.40180
C 0.54896 2.35770 -4.22049
C -0.68048 1.88893 -3.79518
C 2.69880 1.16463 -1.31489
P 2.23546 -0.25261 -0.19624
H -1.58395 1.98597 -4.39924
H 2.66752 2.48388 -3.69466
H 0.65713 2.85886 -5.17717
H 3.53358 0.84100 -1.95192
H 3.05311 2.01002 -0.70118
H -2.05797 -1.04301 -3.44600
H -2.86317 0.62434 -2.65994
H -0.94451 -2.61519 -2.18649
O -1.92075 -2.01405 -3.45984
H -2.22569 -2.29318 -4.33834
H -0.09338 -1.08783 0.81405
O -0.43224 -2.85874 -1.37178
H -0.07791 -3.75405 -1.53733
C 2.37184 -1.66353 -1.35023
H 3.33672 -1.62877 -1.87868
H 2.30131 -2.59865 -0.78108
H 1.54214 -1.65626 -2.07067
C 3.77883 -0.40203 0.74490
H 3.76091 -1.31275 1.35460
H 4.62172 -0.47080 0.03952
H 3.93062 0.47229 1.39012
C -3.03577 1.74544 0.30542
H -3.95409 1.78505 -0.29491
H -3.27511 1.68614 1.36932
H -2.45492 2.65991 0.12736
C -3.15359 -1.13890 -0.19677
H -3.34044 -1.44787 0.83803
H -4.09938 -0.87161 -0.69034
H -2.66748 -1.96537 -0.73603
C 3.27835 -0.10789 4.19409
Si 1.81353 1.01549 3.77448
C 1.41159 1.71879 5.49184
C 2.26565 2.50177 2.70114
Si 0.12895 -0.06978 2.47040
Si 0.27216 -2.31734 3.14126
C 0.34224 -2.48917 5.01984
C -1.21490 -3.22538 2.41741
C 1.82312 -3.12123 2.42890
Si -1.66577 0.65041 3.84545
C -1.69508 0.37532 5.71886
C -1.66558 2.51755 3.54633
C -3.28254 -0.15771 3.29890
H 3.93396 0.46579 4.86758
H 3.87234 -0.40012 3.32311
H 2.97369 -1.01722 4.72803
H 2.31627 2.25299 5.82750
H 0.57990 2.43233 5.51647
H 1.21328 0.92731 6.22694
H 2.56876 2.23194 1.67973
H 1.41843 3.20119 2.62501
H 3.10434 3.03441 3.17791
H -0.61545 -2.26148 5.50178
H 0.58278 -3.54129 5.24222
H 1.11602 -1.86587 5.48726
H -1.23299 -3.16630 1.31736
H -1.11429 -4.28789 2.69556
H -2.17679 -2.86182 2.80265
H 1.89253 -3.00460 1.33808
H 2.74813 -2.74216 2.88385
H 1.75944 -4.20061 2.64585
H -0.90042 0.89221 6.26216
H -2.65552 0.77757 6.07637
H -1.66925 -0.68265 5.99603
H -1.62204 2.77612 2.48055
H -2.60427 2.92216 3.95511
H -0.83452 3.02546 4.05378
H -3.50007 -0.06929 2.23003
H -3.30932 -1.22153 3.57057
H -4.09545 0.34022 3.84989
*
```

ΔE to the lowest compared entry with this formula, charge and spin = 16.3 kcal per mole
M = 566.76 g/mol
HOMO-LUMO gap (spin up / spin down) = 5.649 / 4.927 eV
expectation value of S² = 6.088
LUMO (spin up / spin down) = -2.8 / -5.1 eV



Molecular formula: C2H2BO5
Method: DFT, ωB97M-V/def2-TZVPD

The geometry in ORCA input format:
```
! RIJCOSX wB97M-V def2-TZVPD def2/J DEFGRID3
* xyz -1 3
B 0.87591 -0.40373 -0.06509
C -0.70836 -0.74162 -0.14324
C -1.54516 0.50709 0.13879
O -2.21183 0.97144 1.04853
O -1.24215 1.00888 -0.94818
O -1.26634 -1.72398 -0.59500
O 1.76333 -1.21013 0.69186
O 1.29104 0.86102 -0.41009
H 2.54657 -0.66828 0.76385
H 0.49698 1.39930 -0.48142
*
```

ΔE to the lowest compared entry with this formula, charge and spin = 6.4 kcal per mole
M = 116.84 g/mol
HOMO-LUMO gap (spin up / spin down) = 4.580 / 8.066 eV
expectation value of S² = 2.007
LUMO (spin up / spin down) = 3.5 / 2.7 eV



Molecular formula: C26H52N8O36S6
Method: DFT, ωB97M-V/def2-TZVPD

The geometry in ORCA input format:
```
! RIJCOSX wB97M-V def2-TZVPD def2/J DEFGRID3
* xyz -1 2
C 24.56073 -14.96943 -17.21041
N 24.76206 -16.49419 -17.14952
O 23.81850 -17.06002 -16.61318
O 25.88415 -16.95291 -17.48954
H 24.58088 -14.73733 -18.27522
H 25.40539 -14.53651 -16.67448
H 23.57348 -14.75182 -16.80288
C 21.33432 -17.92309 -18.50309
N 22.32111 -17.57625 -19.52629
O 22.58779 -18.51133 -20.22441
O 22.66151 -16.39220 -19.65573
H 20.73010 -18.74775 -18.88117
H 20.83792 -16.96902 -18.32580
H 21.84596 -18.24395 -17.59569
C 29.26946 -10.93088 -22.87545
N 29.28592 -9.90002 -21.79544
O 28.47541 -10.07157 -20.90133
O 30.07536 -8.94406 -21.91180
H 30.28543 -10.91793 -23.27010
H 28.38139 -10.91315 -23.50720
H 29.13359 -11.91026 -22.41671
C 26.76103 -11.95449 -18.44359
N 26.03715 -10.71218 -18.02020
O 25.92712 -10.53379 -16.79803
O 25.63864 -9.94403 -18.89155
H 27.76120 -11.69881 -18.09375
H 26.58360 -12.04521 -19.51522
H 26.31598 -12.74674 -17.84162
C 23.41972 -11.95798 -21.00811
N 22.62998 -12.03766 -19.81281
O 21.48842 -11.55392 -19.82381
O 23.15333 -12.59618 -18.90411
H 23.39561 -12.95814 -21.44078
H 24.35655 -11.52045 -20.66312
H 22.92675 -11.22655 -21.64848
C 30.05502 -15.44716 -19.60120
N 31.09693 -14.71024 -20.33356
O 32.20616 -15.20782 -20.35771
O 30.77837 -13.62993 -20.79341
H 29.88899 -16.41280 -20.07878
H 29.17420 -14.82266 -19.45198
H 30.51812 -15.72605 -18.65470
C 28.71726 -14.16910 -24.55842
C 28.97694 -13.88626 -26.01504
O 27.81513 -14.31922 -26.69562
S 26.47866 -13.93360 -25.83244
O 25.45612 -14.90594 -26.00816
O 26.17302 -12.56654 -26.13254
O 27.33699 -14.13996 -24.40118
H 29.21765 -13.39331 -23.97890
H 29.02650 -15.18006 -24.29301
H 29.86734 -14.37695 -26.40812
H 29.08814 -12.81965 -26.21014
C 25.46289 -8.95691 -25.09080
C 24.11893 -8.83793 -24.32638
O 24.21315 -10.01562 -23.48630
S 25.69757 -10.09899 -22.70837
O 26.09956 -11.49760 -22.41784
O 25.64880 -9.15484 -21.59865
O 26.43299 -9.46387 -24.12687
H 25.78681 -8.01644 -25.53655
H 25.43815 -9.78931 -25.79408
H 23.27641 -9.02563 -24.99198
H 23.98444 -7.93457 -23.73145
C 22.65627 -13.17469 -24.54784
C 21.35969 -12.59110 -23.98050
O 20.79088 -11.87276 -25.08336
S 21.57091 -12.04432 -26.54511
O 22.58355 -10.99900 -26.80882
O 20.53216 -12.33189 -27.53565
O 22.35416 -13.40246 -25.89336
H 22.96419 -14.12381 -24.10913
H 23.49317 -12.49066 -24.40719
H 21.39887 -11.97386 -23.08296
H 20.70356 -13.38472 -23.62308
C 26.32305 -16.58739 -22.76786
C 24.98296 -15.97259 -22.26795
O 25.25620 -14.64462 -21.96715
S 26.67229 -14.57021 -21.17296
O 26.35251 -14.85613 -19.78807
O 27.51361 -13.42923 -21.53935
O 27.32134 -15.95525 -21.96280
H 26.48565 -16.43615 -23.83500
H 26.50735 -17.65033 -22.61199
H 24.41125 -16.50988 -21.51127
H 24.31157 -16.03155 -23.12460
C 28.83799 -19.91291 -24.53609
C 30.03852 -20.55412 -23.95227
O 30.91506 -19.44961 -23.68002
S 30.15755 -17.98636 -23.80328
O 30.34716 -17.35221 -25.06726
O 30.30979 -17.17630 -22.60031
O 28.68621 -18.74037 -23.79808
H 27.96472 -20.56239 -24.47546
H 28.94017 -19.66332 -25.59220
H 30.50410 -21.16995 -24.72175
H 29.90314 -21.07614 -23.00503
C 22.53737 -17.34153 -26.66578
C 20.97527 -17.18087 -26.39141
O 20.76886 -18.03381 -25.30500
S 21.99910 -18.02791 -24.23477
O 22.42900 -19.37909 -23.69056
O 21.89562 -16.91571 -23.23074
O 23.12936 -17.66893 -25.38669
H 23.01983 -16.39788 -26.92045
H 22.66009 -18.21273 -27.30925
H 20.30369 -17.41458 -27.21751
H 20.69947 -16.23256 -25.93017
N 28.40447 -17.56917 -27.86562
C 27.87930 -18.39211 -28.80862
C 26.79071 -19.01006 -28.31189
C 26.60405 -18.43628 -27.09567
C 27.61168 -17.52639 -26.76557
H 29.27170 -17.05757 -27.94488
H 28.37916 -18.50887 -29.75883
H 26.19910 -19.80348 -28.74418
H 25.73771 -18.68663 -26.50139
H 27.88316 -16.87210 -25.95033
N 25.52370 -22.39967 -22.50609
C 24.74543 -21.29328 -22.32645
C 25.41937 -20.38364 -21.48652
C 26.69657 -20.92557 -21.28758
C 26.71820 -22.18222 -21.91237
H 25.32052 -23.28142 -22.95481
H 23.73529 -21.25473 -22.70661
H 25.02991 -19.44894 -21.11095
H 27.50585 -20.53346 -20.68949
H 27.46845 -22.95887 -21.93050
*
```

M = 1245.12 g/mol
HOMO-LUMO gap (spin up / spin down) = 2.060 / 6.583 eV
expectation value of S² = 0.753
LUMO (spin up / spin down) = 1.5 / 1.5 eV



Molecular formula: C24H21Cl2HgN9O2S
Method: DFT, ωB97M-V/def2-TZVPD

The geometry in ORCA input format:
```
! RIJCOSX wB97M-V def2-TZVPD def2/J DEFGRID3
* xyz -1 2
Hg 0.07695 0.07593 0.14106
Cl -5.87531 -3.50018 0.91639
C -4.61989 -2.32040 1.19163
C -3.36717 -2.54970 0.65591
C -2.31914 -1.64373 0.84078
N -1.08791 -1.79897 0.23406
C -0.53456 -3.02510 -0.01247
O -0.93990 -4.08703 0.49638
C 0.65692 -3.02984 -0.87912
C 1.46571 -4.17969 -0.91756
C 2.58871 -4.24537 -1.70300
C 2.89337 -3.10299 -2.52289
C 2.03477 -2.03178 -2.46825
N 0.94918 -1.92441 -1.68822
C -2.56682 -0.47892 1.62150
C -3.83939 -0.26842 2.14450
C -4.86346 -1.17622 1.93157
Cl -6.43056 -0.85301 2.62575
N -1.51817 0.44723 1.77367
C -1.45667 1.26842 2.81143
O -2.18517 1.33461 3.81242
C -0.31778 2.28710 2.75495
C -0.09556 3.07870 3.88109
C 0.89904 4.03580 3.83976
C 1.64106 4.18536 2.67539
C 1.35496 3.35168 1.60904
N 0.40238 2.42188 1.64436
H -3.18263 -3.45299 0.09564
H 1.15758 -5.00942 -0.29324
H 3.20240 -5.13689 -1.73024
H 3.73040 -3.09433 -3.21167
H 2.22819 -1.16455 -3.10409
H -4.02550 0.60250 2.75122
H -0.72343 2.91698 4.74468
H 1.09364 4.66341 4.70124
H 2.42380 4.92764 2.59199
H 1.91737 3.42260 0.68452
N 2.04475 -1.37833 1.32395
N 3.11987 -1.40506 0.45750
C 3.41802 -0.37995 -0.35065
N 4.60080 -0.56157 -1.01204
S 2.49312 0.98622 -0.63054
H 2.32532 -1.20840 2.28018
H 1.48309 -2.22019 1.21188
H 3.85781 -2.06905 0.64111
H 4.77905 -1.52057 -1.28502
H 4.73510 0.09376 -1.76468
N -0.30557 0.11519 -3.31480
C -0.71611 1.33544 -2.90400
C -0.95337 2.38947 -3.81328
C -1.45129 3.57640 -3.33874
C -1.72328 3.72830 -1.97695
C -1.44801 2.65874 -1.15430
N -0.94557 1.50197 -1.59615
H 0.08641 0.03412 -4.23538
H -0.01896 -0.60090 -2.62631
H -0.75826 2.24020 -4.86753
H -1.64232 4.39094 -4.02744
H -2.12929 4.64399 -1.57288
H -1.61871 2.70336 -0.08411
*
```

ΔE to the lowest compared entry with this formula, charge and spin = 22.8 kcal per mole
M = 771.06 g/mol
HOMO-LUMO gap (spin up / spin down) = 4.063 / 6.198 eV
expectation value of S² = 0.764
LUMO (spin up / spin down) = 2.2 / 2.2 eV



Molecular formula: C7H12Cl2O3PPd
Method: DFT, ωB97M-V/def2-TZVPD

The geometry in ORCA input format:
```
! RIJCOSX wB97M-V def2-TZVPD def2/J DEFGRID3
* xyz 3 5
C -1.99173 2.50545 -1.53186
C -0.66753 2.29283 -0.93186
H -1.99324 2.99428 -2.52682
H -2.54593 3.09073 -0.76744
H -2.48974 1.51444 -1.60598
O 0.45546 2.58013 -1.35522
Cl -2.14251 2.08543 3.27442
Pd -0.89074 1.59428 1.01098
P 0.40754 -1.19154 0.13455
C 2.19060 -0.98448 -0.20026
C 0.51966 -2.91928 0.72457
H -1.36452 -1.62804 -1.49008
H 0.26343 -2.29416 -1.95281
H -0.09539 -0.52602 -2.13262
C -0.28549 -1.43355 -1.54539
H -0.44392 -3.26190 1.11081
H 0.85808 -3.52374 -0.12716
H 2.42834 -1.69693 -1.00777
H 2.72606 -1.25449 0.72384
H 1.27815 -2.92875 1.51813
H 2.41639 0.05151 -0.48073
C 1.07075 1.89947 0.61950
O 2.17802 2.25906 0.66415
Cl -1.78387 -0.80859 1.41103
O 0.26077 0.64100 3.70772
C -0.35865 0.94286 2.75629
*
```

ΔE to the lowest compared entry with this formula, charge and spin = 115.3 kcal per mole
M = 352.47 g/mol
HOMO-LUMO gap (spin up / spin down) = 5.858 / 5.497 eV
expectation value of S² = 6.059
LUMO (spin up / spin down) = -14.9 / -17.2 eV



Molecular formula: CH4BBrO3
Method: DFT, ωB97M-V/def2-TZVPD

The geometry in ORCA input format:
```
! RIJCOSX wB97M-V def2-TZVPD def2/J DEFGRID3
* xyz 0 1
O -2.50692 0.11720 -0.67376
B -2.47545 -0.95994 -0.13009
O -2.52323 -1.97968 0.66386
H -3.26487 -2.33026 1.15413
O 0.20753 1.34127 0.11494
C 1.19606 0.47521 0.31846
Br 0.67190 -1.41584 0.07844
H 0.01320 1.48049 -0.90866
H 2.07608 0.63565 -0.34536
H 1.52659 0.64392 1.48692
*
```

SMILES = O=BO.OCBr
ΔE to the lowest compared entry with this formula, charge and spin = 28.2 kcal per mole
M = 154.76 g/mol
HOMO-LUMO gap = 10.344 eV
LUMO = 0.2 eV



Molecular formula: C4H8O2S
Method: DFT, ωB97M-V/def2-TZVPD

The geometry in ORCA input format:
```
! RIJCOSX wB97M-V def2-TZVPD def2/J DEFGRID3
* xyz 0 1
C 0.48310 1.18498 0.95544
C -0.13959 0.75441 -0.28602
C -0.84322 -0.61330 -0.09088
C 0.18934 -1.74334 -0.11696
H 1.31257 0.57189 1.21150
H 1.02615 2.15146 0.79460
H -0.22665 1.28494 1.87901
H 0.59597 0.38240 -0.97461
H -1.98987 1.18288 -1.02016
H 0.62945 -1.79231 0.89492
H -0.16621 -2.58810 -0.48578
H 1.22452 -0.35119 -1.48688
O -1.06823 1.69567 -0.93254
O 1.51639 -1.29638 -0.45841
S -2.54371 -0.82401 0.11677
*
```

ΔE to the lowest compared entry with this formula, charge and spin = 135.7 kcal per mole
M = 120.17 g/mol
HOMO-LUMO gap = 8.448 eV
LUMO = -0.9 eV



Calculated total energy values, unit Ha, following the record order: -5658.37747 -4101.46370 -478.51887 -6556.85091 -3042.54488 -1887.73260 -2865.13983 -705.67939.